Molecular formula: C4H9NO
Method: DFT, ωB97M-V with the def2-TZVPD basis set

Values from the calculation:
* LUMO energy: 0.67 eV
* max |F|: 0.0504 hartree/bohr
* energy: -7829.1398 eV
* energy above the lowest of the compared OMol25 structures with the same formula, charge and spin: 73.3 kcal per mole
* orbital gap: 8.9 eV
* HOMO level: -8.24 eV

```
15
Properties=species:S:1:pos:R:3:lowdin_charge:R:1
C 0.11462 -0.30493 0.42500 -0.3819
C -0.33000 -0.57207 -0.98127 -0.1253
C 1.52490 -0.56212 0.85059 -0.0208
N -0.85689 -0.05731 1.29057 0.1374
C -0.79539 0.89423 -1.23278 -0.4239
O -1.92784 1.21482 -0.64565 -0.2094
H -0.60819 1.24984 -2.25608 0.1206
H -1.68324 0.61668 0.68157 0.1579
H -0.57016 0.23917 2.21606 0.1032
H 0.14125 1.33739 -0.53460 0.1402
H 0.50579 -0.85804 -1.61871 0.1123
H -1.16638 -1.26758 -1.04674 0.1207
H 2.22204 -0.14921 0.12370 0.0889
H 1.73970 -0.13880 1.83240 0.0826
H 1.68979 -1.64208 0.89593 0.0975
```